{"formula": "C6H6BClO2", "method": "the ωB97M-V functional and the def2-TZVPD basis", "elements": ["O", "B", "O", "C", "C", "C", "C", "C", "Cl", "C", "H", "H", "H", "H", "H", "H"], "coordinates": [[-1.74028, -1.80158, 1.76647], [-0.85978, -1.88565, 0.66538], [-0.20461, -3.06588, 0.26985], [-0.38204, -0.43595, 0.08070], [0.02325, -0.33143, -1.23073], [0.64918, 0.76607, -1.70356], [0.80284, 1.87148, -0.89412], [0.35375, 1.80845, 0.40818], [1.00033, 3.03776, 1.46998], [-0.23353, 0.64601, 0.91407], [-1.61148, -0.91904, 2.19355], [0.65624, -2.90724, -0.18693], [-0.19944, -1.14223, -1.86594], [1.08780, 0.82509, -2.65233], [1.21844, 2.75074, -1.20608], [-0.56065, 0.78342, 1.97151]], "forces_ev_per_a": [[1.263, -0.075, -0.687], [0.794, 0.999, 1.016], [-0.357, 1.252, 0.197], [-0.865, -1.828, 0.867], [-0.164, -0.687, 0.241], [0.195, 1.480, 0.232], [-1.192, -1.604, 1.096], [0.936, -0.508, 0.080], [-0.673, 0.094, 0.188], [-0.049, 1.975, 1.120], [-0.546, -1.086, -0.748], [-1.317, -0.001, 0.375], [0.149, -0.975, -0.781], [0.184, -0.139, -1.483], [1.323, 1.961, -0.958], [0.319, -0.859, -0.755]], "mulliken_charge": [-0.61, 0.68, -0.58, 0.60, -0.32, -0.61, -0.54, 0.00, -0.22, -0.57, 0.32, 0.34, 0.52, 0.43, 0.50, 0.08], "de_lowest_kcal_mol": 18.53, "multiplicity": 1, "total_charge": 0, "homo_lumo_gap_ev": 9.84, "smiles": "OB(O)c1cccc(Cl)c1", "lumo_ev": 0.4}



{"formula": "C6H6BaO3", "method": "the ωB97M-V functional and the def2-TZVPD basis", "elements": ["O", "C", "O", "C", "H", "H", "C", "H", "H", "H", "C", "C", "C", "O", "Ba", "H"], "coordinates": [[2.41039, 1.19259, -2.99163], [1.24808, 1.50032, -2.70326], [0.22814, 1.58026, -3.39577], [1.37567, -1.31830, 0.82104], [2.28804, -0.86289, 1.23530], [1.67909, -1.77883, -0.13089], [0.82478, -2.36652, 1.77212], [-0.05300, -2.89177, 1.35178], [1.56108, -3.16090, 1.94050], [0.63843, -1.95622, 2.78332], [0.99839, 1.76106, -1.17429], [0.85916, 0.88512, -0.24465], [0.41571, -0.20294, 0.50556], [-0.79232, -0.25638, 0.89175], [-2.18735, -0.53733, 3.09783], [1.60512, 2.57180, -0.62221]], "forces_ev_per_a": [[-0.878, 0.579, 1.394], [0.460, -0.965, -3.473], [0.080, 0.285, 1.273], [0.371, 0.099, 0.093], [-0.164, -0.209, -0.150], [-0.070, 0.057, 0.228], [0.049, -0.614, -0.081], [0.145, 0.420, 0.301], [-0.040, 0.215, -0.017], [-0.208, -0.002, -0.162], [2.335, 0.515, 3.735], [-1.410, -1.107, -0.780], [1.552, 1.069, -1.231], [-2.581, -0.384, 2.609], [1.283, 0.133, -2.040], [-0.926, -0.094, -1.700]], "mulliken_charge": [-0.57, 0.70, -0.55, -0.31, 0.33, 0.33, -0.72, 0.22, 0.35, -0.02, -0.27, -0.12, 0.33, -0.75, 1.80, 0.25], "de_lowest_kcal_mol": 0.00, "multiplicity": 2, "total_charge": 1, "homo_lumo_gap_ev": [4.43, 4.21], "s2": 0.76, "lumo_ev": [-6.1, -6.1]}



{"formula": "C6H6BiO2", "method": "the ωB97M-V functional and the def2-TZVPD basis", "elements": ["O", "C", "C", "C", "Bi", "H", "H", "H", "C", "O", "C", "C", "H", "H", "H"], "coordinates": [[-0.56812, -2.24006, 0.75463], [0.40675, -1.48564, 0.81891], [0.38443, -0.03221, 0.57974], [1.45353, 0.64461, 1.06334], [-2.48898, -2.02776, 1.25513], [1.22184, -1.85315, 1.46742], [1.59730, 1.70512, 0.85610], [2.29600, 0.12148, 1.51886], [-1.41704, 0.69981, 0.54713], [-2.34169, -0.06848, 0.62399], [-0.13485, 0.52427, -2.18337], [-0.36958, 1.03934, -0.96930], [-0.25312, 1.14772, -3.07005], [0.55141, -0.30833, -2.34639], [-0.33789, 2.13328, -0.91614]], "forces_ev_per_a": [[-0.469, -1.890, -1.212], [1.860, 3.517, 1.891], [-0.223, -0.278, -2.573], [0.843, 0.301, -0.645], [-2.851, -1.094, 0.568], [0.340, -0.059, -0.627], [-0.111, 0.024, 0.462], [-0.113, 0.088, 0.278], [1.464, 3.773, 0.347], [-1.447, -2.134, -0.340], [1.614, -0.228, 0.008], [0.432, -1.540, 0.681], [-0.734, 0.047, -0.062], [-0.676, -0.479, -0.057], [0.071, -0.046, 1.280]], "mulliken_charge": [-0.50, 0.32, 0.40, -0.69, 1.82, 0.40, 0.34, 0.30, 0.31, -0.42, -0.44, -0.08, 0.34, 0.31, 0.59], "multiplicity": 1, "total_charge": 3, "homo_lumo_gap_ev": [4.51, 5.09], "lumo_ev": [-16.7, -16.5]}



{"formula": "C6H6Br", "method": "the ωB97M-V functional and the def2-TZVPD basis", "elements": ["Br", "C", "C", "C", "C", "C", "C", "H", "H", "H", "H", "H", "H"], "coordinates": [[1.20698, -3.24957, -2.39541], [0.30899, -1.05801, 0.08297], [0.18216, -0.26432, -1.05767], [0.02624, -0.52289, 1.34026], [-0.22741, 1.06448, -0.94102], [-0.38333, 0.80592, 1.45691], [-0.51015, 1.59960, 0.31627], [0.63127, -2.10362, -0.00883], [0.40465, -0.68540, -2.04701], [0.12604, -1.14743, 2.23781], [-0.32720, 1.68902, -1.83857], [-0.60581, 1.22699, 2.44625], [-0.83243, 2.64522, 0.40806]], "forces_ev_per_a": [[0.103, -0.277, -0.204], [0.043, -0.232, 0.268], [-0.021, 0.172, -0.313], [-0.012, 0.044, -0.013], [-0.005, 0.003, 0.047], [-0.059, 0.141, 0.179], [-0.071, 0.211, 0.080], [-0.145, 0.551, -0.205], [-0.055, -0.012, 0.603], [-0.044, 0.275, -0.399], [0.045, -0.278, 0.396], [0.088, -0.156, -0.425], [0.134, -0.441, -0.015]], "mulliken_charge": [-0.91, -0.14, -0.14, -0.43, -0.43, -0.30, -0.30, 0.21, 0.21, 0.31, 0.31, 0.31, 0.31], "de_lowest_kcal_mol": 0.50, "multiplicity": 1, "total_charge": -1, "homo_lumo_gap_ev": 7.27, "lumo_ev": 3.6}



Please write out number 1 again, unchanged.
{"formula": "C6H6BClO2", "method": "the ωB97M-V functional and the def2-TZVPD basis", "elements": ["O", "B", "O", "C", "C", "C", "C", "C", "Cl", "C", "H", "H", "H", "H", "H", "H"], "coordinates": [[-1.74028, -1.80158, 1.76647], [-0.85978, -1.88565, 0.66538], [-0.20461, -3.06588, 0.26985], [-0.38204, -0.43595, 0.08070], [0.02325, -0.33143, -1.23073], [0.64918, 0.76607, -1.70356], [0.80284, 1.87148, -0.89412], [0.35375, 1.80845, 0.40818], [1.00033, 3.03776, 1.46998], [-0.23353, 0.64601, 0.91407], [-1.61148, -0.91904, 2.19355], [0.65624, -2.90724, -0.18693], [-0.19944, -1.14223, -1.86594], [1.08780, 0.82509, -2.65233], [1.21844, 2.75074, -1.20608], [-0.56065, 0.78342, 1.97151]], "forces_ev_per_a": [[1.263, -0.075, -0.687], [0.794, 0.999, 1.016], [-0.357, 1.252, 0.197], [-0.865, -1.828, 0.867], [-0.164, -0.687, 0.241], [0.195, 1.480, 0.232], [-1.192, -1.604, 1.096], [0.936, -0.508, 0.080], [-0.673, 0.094, 0.188], [-0.049, 1.975, 1.120], [-0.546, -1.086, -0.748], [-1.317, -0.001, 0.375], [0.149, -0.975, -0.781], [0.184, -0.139, -1.483], [1.323, 1.961, -0.958], [0.319, -0.859, -0.755]], "mulliken_charge": [-0.61, 0.68, -0.58, 0.60, -0.32, -0.61, -0.54, 0.00, -0.22, -0.57, 0.32, 0.34, 0.52, 0.43, 0.50, 0.08], "de_lowest_kcal_mol": 18.53, "multiplicity": 1, "total_charge": 0, "homo_lumo_gap_ev": 9.84, "smiles": "OB(O)c1cccc(Cl)c1", "lumo_ev": 0.4}